The following is a quantum chemistry calculation of an isolated molecule of C2H4S3, from the Open Molecules 2025 dataset.

Output
- multiplicity = 1
- LUMO (Ha) = 0.018
- Kohn-Sham gap (eV) = 9.2
- HOMO (eV) = -8.7
- largest force on an atom (eV/A) = 4.23
- SMILES = SC1(S)CS1
- E (hartree) = -1273.10394
- energy relative to the best compared isomer or geometry (same formula, charge and spin) (kcal/mol) = 30.06

Geometry as XYZ:
```
9
Properties=species:S:1:pos:R:3:forces:R:3
S -1.392935 1.345354 -0.573290 0.101 -0.823 -0.088
C -0.452809 -0.117350 0.034874 0.389 1.768 0.349
S -1.581289 -1.513239 -0.146051 1.760 -0.304 1.269
C 1.052004 0.026087 -0.143564 -1.965 -3.292 1.783
S 0.536222 0.400282 1.555131 -0.677 -1.109 -0.106
H -0.245996 1.987439 -0.708751 0.031 0.727 -0.208
H -0.875439 -2.188751 0.832059 -0.771 0.076 -0.719
H 1.699697 -0.843268 -0.274252 -0.291 0.309 -0.136
H 1.260543 0.903446 -0.576157 1.424 2.647 -2.143
```
Forces are in eV/Å.

Here are the Löwdin charges for atoms 1 to 2, given in e: S 0.660; C -1.380

The following is a quantum chemistry calculation of the ion C15H24NO2 with charge +1, from the Open Molecules 2025 dataset.

Output
- multiplicity = 1
- LUMO (Ha) = -0.115
- Kohn-Sham gap (eV) = 8.9
- HOMO (eV) = -12.0
- total charge = +1
- largest force on an atom (eV/A) = 2.12
- SMILES = Cc1cccc(C[C@]2(C[C@@H](C)O)C[NH2+]CCO2)c1
- E (hartree) = -790.94093
- energy relative to the best compared isomer or geometry (same formula, charge and spin) (kcal/mol) = 31.54

Geometry as XYZ:
```
42
Properties=species:S:1:pos:R:3:forces:R:3
C 1.544772 -3.576269 1.978341 -0.355 0.525 0.021
C 0.373135 -3.040803 1.181787 1.346 -0.192 0.325
C -0.899879 -3.524706 1.311907 -0.366 -0.890 0.820
C -1.923325 -3.031141 0.550561 -1.238 0.148 -0.283
C -1.698232 -2.016994 -0.352915 -0.416 -0.120 0.060
C -0.424491 -1.513652 -0.479051 -0.039 1.132 -1.126
C -0.219082 -0.363476 -1.461567 -0.442 -0.624 0.523
C -0.367858 1.064332 -0.845742 1.382 -0.389 -1.372
C 0.935346 1.852793 -1.121080 -0.083 -0.252 0.584
C 2.199685 1.296082 -0.412921 0.584 1.074 -1.728
C 3.208859 0.834582 -1.485910 -0.194 -0.759 0.595
O 2.808037 2.424563 0.249608 -0.516 -0.680 0.831
C -0.651981 1.058159 0.651296 -0.519 0.017 -0.298
N -1.175078 2.436215 0.972550 -0.205 -0.616 0.378
C -2.578704 2.473102 0.447653 -0.593 -0.650 0.064
C -2.634596 1.840887 -0.970900 0.032 0.418 -0.353
O -1.370650 1.770638 -1.604534 -0.104 0.512 1.130
C 0.602494 -2.025874 0.272395 0.335 0.441 -0.149
H 1.728542 -2.899433 2.821146 0.107 -0.136 -0.056
H 2.423982 -3.556320 1.332566 0.066 -0.271 0.240
H 1.361752 -4.566817 2.393519 0.074 0.009 -0.198
H -1.107375 -4.312498 2.029940 0.081 0.009 -0.086
H -2.935781 -3.411420 0.642582 0.153 -0.147 0.121
H -2.510630 -1.628193 -0.959067 0.051 -0.067 -0.014
H 0.722637 -0.481340 -1.998854 0.033 0.185 0.206
H -1.000105 -0.466112 -2.219245 0.091 0.217 0.014
H 0.815493 2.904088 -0.826500 0.066 -0.120 -0.028
H 1.128290 1.861390 -2.194733 -0.326 0.031 0.025
H 2.004295 0.477606 0.283220 -0.148 0.151 0.034
H 3.956871 0.209911 -0.986921 0.193 0.212 -0.282
H 2.744749 0.223074 -2.265355 0.005 0.023 0.121
H 3.681021 1.693148 -1.962894 -0.063 0.013 0.152
H 3.194030 2.084927 1.065898 0.238 0.291 -0.097
H -1.452256 0.373310 0.945391 0.081 0.011 -0.146
H 0.210406 0.794978 1.260231 0.084 0.314 -0.157
H -1.167935 2.518087 1.989816 -0.065 0.448 -0.109
H -0.586129 3.166663 0.565432 0.031 -0.079 -0.009
H -3.021941 3.465283 0.518851 0.429 0.094 -0.144
H -3.158040 1.816914 1.103357 0.107 0.226 0.140
H -3.103735 0.850617 -0.956314 -0.014 0.124 0.201
H -3.241831 2.511416 -1.580649 0.000 -0.279 -0.112
H 1.585237 -1.587721 0.117105 0.118 -0.354 0.161
```
Forces are in eV/Å.

Here are the Löwdin charges for atoms 1 to 2, given in e: C -0.031; C -0.262

The following is a quantum chemistry calculation of an isolated molecule of C4H6FNOS, from the Open Molecules 2025 dataset.

Output
- multiplicity = 1
- LUMO (Ha) = 0.021
- Kohn-Sham gap (eV) = 9.8
- HOMO (eV) = -9.2
- largest force on an atom (eV/A) = 1.27
- SMILES = CC(=O)N(S)/C=C\F
- E (hartree) = -784.02976
- energy relative to the best compared isomer or geometry (same formula, charge and spin) (kcal/mol) = 31.57

Geometry as XYZ:
```
14
Properties=species:S:1:pos:R:3:forces:R:3
C -0.736602 -1.442343 1.774310 -0.335 1.229 -0.028
C -0.068218 -1.074741 0.454537 -0.042 -0.219 0.131
O 0.742186 -1.790097 -0.087713 -0.292 0.171 0.192
N -0.439834 0.143969 -0.135988 -0.220 0.205 0.128
S -1.682444 1.146705 0.484440 0.026 -0.491 -0.289
C 0.162590 0.566364 -1.350362 0.866 -0.141 0.507
C 1.475179 0.657105 -1.527358 0.089 0.057 -0.305
F 2.358975 0.386330 -0.555292 -0.190 0.094 -0.183
H -0.328794 -2.378205 2.085289 0.297 -0.543 0.210
H -0.553614 -0.657561 2.546097 -0.091 -0.596 -0.560
H -1.828942 -1.533189 1.670232 0.383 0.064 -0.041
H -0.925197 2.043079 1.118751 0.239 0.188 0.135
H -0.484524 0.836925 -2.151043 -0.407 0.124 -0.432
H 1.953064 0.939368 -2.475885 -0.323 -0.142 0.534
```
Forces are in eV/Å.

Here are the Löwdin charges for atoms 1 to 2, given in e: C -0.036; C -0.530

The following is a quantum chemistry calculation of the ion C4H2O2PS with charge -1, from the Open Molecules 2025 dataset.

Output
- multiplicity = 1
- LUMO (spin up / spin down) (Ha) = 0.118 / 0.118
- Kohn-Sham gap (spin up / spin down) (eV) = 6.6 / 6.6
- HOMO (spin up / spin down) (eV) = -3.3 / -3.3
- total charge = -1
- largest force on an atom (eV/A) = 2.73
- SMILES = [O-]C1=C(/P=C\C=S)O1
- E (hartree) = -1043.58480
- energy relative to the best compared isomer or geometry (same formula, charge and spin) (kcal/mol) = 29.15

Geometry as XYZ:
```
10
Properties=species:S:1:pos:R:3:forces:R:3
O 0.455603 3.032967 3.780787 1.136 0.454 1.439
C -0.364570 3.053630 2.947911 -0.017 -0.864 -0.605
C -1.096784 2.508508 1.914475 -0.183 -1.192 -2.445
P -1.520314 1.843322 0.394834 0.644 0.036 0.837
C -0.421575 0.508583 0.038259 -0.020 -0.769 0.140
C 0.932281 0.190834 0.177741 -1.158 -0.221 -0.154
S 2.186728 1.191149 0.535147 0.891 0.166 0.378
O -1.332215 3.859215 2.486835 -0.856 1.024 0.239
H -0.828323 -0.375670 -0.452716 -1.149 0.465 0.007
H 1.035231 -0.898471 -0.077064 0.712 0.901 0.164
```
Forces are in eV/Å.

Here are the Löwdin charges for atoms 1 to 2, given in e: O 0.129; C -0.594

The following is a quantum chemistry calculation of a structure of composition C4H8O2, from the Open Molecules 2025 dataset.

Output
- multiplicity = 1
- LUMO (Ha) = 0.025
- Kohn-Sham gap (eV) = 10.8
- HOMO (eV) = -10.2
- largest force on an atom (eV/A) = 14.52
- E (hartree) = -307.49572
- energy relative to the best compared isomer or geometry (same formula, charge and spin) (kcal/mol) = 135.99

Geometry as XYZ:
```
14
Properties=species:S:1:pos:R:3:forces:R:3
C 1.691556 0.580386 0.332893 3.342 5.011 0.088
C 0.990702 -0.484564 -0.518665 -8.378 3.998 11.167
C -1.263767 0.461086 -0.544567 1.122 1.117 5.006
C -1.897020 -0.639404 0.285713 1.044 -2.253 1.228
H 1.260832 1.391956 1.389613 0.816 -3.466 -3.551
H 2.753937 0.211387 0.556344 -1.657 0.344 0.316
H 2.165774 1.692038 -0.495009 -1.881 -3.538 2.179
H 1.389971 -0.777143 -1.256158 6.839 -3.963 -9.586
H 0.535093 -1.372522 0.037041 1.297 0.960 -0.082
H -1.338434 -0.811922 1.464118 -1.531 0.898 -3.791
H -2.930343 -0.326786 0.454672 0.079 -0.682 0.108
H -1.725945 -1.646878 -0.297851 -0.899 1.759 1.381
O -0.165698 0.095225 -1.145800 0.630 0.399 -3.012
O -1.466659 1.627136 -0.262347 -0.823 -0.583 -1.450
```
Forces are in eV/Å.

Here are the Löwdin charges for atoms 1 to 2, given in e: C -0.102; C -0.218

The following is a quantum chemistry calculation of a cluster of 2 separate species, C2HCl3NO2 in total, from the Open Molecules 2025 dataset.

Output
- multiplicity = 1
- LUMO (Ha) = 0.108
- Kohn-Sham gap (eV) = 6.1
- HOMO (eV) = -3.2
- total charge = -1
- largest force on an atom (eV/A) = 4.53
- E (hartree) = -1662.58413
- energy relative to the best compared isomer or geometry (same formula, charge and spin) (kcal/mol) = 75.60

Geometry as XYZ:
```
9
Properties=species:S:1:pos:R:3:forces:R:3
C 1.642934 1.339379 0.581002 -0.387 2.005 -4.048
C -1.213103 -1.079610 -0.333093 -1.899 -0.605 0.624
N 1.107041 1.369300 -0.594399 -1.354 -1.355 0.028
O 2.485034 2.023343 -0.294634 1.475 0.282 0.341
O 1.589787 1.216070 1.743864 0.083 -1.102 3.701
Cl -2.894732 -0.427189 -0.535279 0.378 0.241 0.101
Cl -1.187589 -2.581268 -1.217395 0.515 -0.404 -0.969
Cl -0.979252 -1.536200 1.344714 0.336 0.612 0.325
H -0.550119 -0.323827 -0.694782 0.854 0.326 -0.102
```
Forces are in eV/Å.

Here are the Löwdin charges for atoms 1 to 2, given in e: C -0.843; C -1.498